(1)
C5H13InLaNO2 | the ωB97M-V functional and the def2-TZVPD basis

DFT total energy in Ha: -624.3641
Net charge: +2
Kohn-Sham gap in eV: 4.2

XYZ file:
```
23
C5H13InLaNO2 | the Open Molecules 2025 dataset | the ωB97M-V functional and the def2-TZVPD basis
C 0.6113 1.2372 -2.1686
C -0.2442 2.0951 -1.2361
C -1.3458 1.3254 -0.4903
N -1.0859 1.2163 0.9548
In 0.0945 -0.5583 1.7232
C -0.3120 -2.2148 0.3896
C 0.9134 -3.0371 0.2759
O 1.2909 -3.5308 -0.7598
O 1.5189 -3.1987 1.4741
H 0.4136 1.4893 -3.1985
H 1.6637 1.3969 -1.9962
H 0.4053 0.1838 -2.0480
H -0.7339 2.8542 -1.8276
H 0.4085 2.5762 -0.5102
H -2.2960 1.8225 -0.6383
H -1.4681 0.3251 -0.8770
H -0.6423 2.0603 1.2779
H 1.7538 -0.1077 1.9510
H -0.6559 -0.7840 3.3199
H -1.0918 -2.7894 0.8714
H -0.6445 -1.9398 -0.5977
H 2.4763 -3.2312 1.3502
La -1.0299 2.8096 2.7605
```

***

(2)
C5H13N | the ωB97M-V functional and the def2-TZVPD basis

DFT total energy in Ha: -252.9309
SMILES: C=CCCC.N
Net charge: 0
Relative energy (zero: lowest compared OMol25 entry of this formula, charge and spin) in kcal per mole: 82.9
Kohn-Sham gap in eV: 8.8

XYZ file:
```
19
C5H13N | the Open Molecules 2025 dataset | the ωB97M-V functional and the def2-TZVPD basis
C -1.1686 -0.8489 -0.7342
C -1.0702 -0.8494 0.7560
C -0.8476 0.3524 1.3621
C 0.2140 -1.5854 -0.7443
C 1.4473 -0.6664 -0.5856
N 0.5905 2.6853 -0.1324
H -1.0761 0.1297 -1.1862
H -1.9480 -1.4542 -1.1923
H -1.3315 -1.7652 1.2663
H -1.6813 1.0456 1.4053
H -0.2016 0.3831 2.2427
H 1.1321 3.1466 0.5989
H 0.3594 -2.2473 -1.6091
H 0.3734 -2.3321 0.0368
H 1.5572 0.1372 -1.3092
H 1.3182 -0.1983 0.3877
H 2.3412 -1.2866 -0.5268
H -0.0877 3.3938 -0.4080
H 0.0794 1.9601 0.3722
```

***

(3)
C5H13N | the ωB97M-V functional and the def2-TZVPD basis

DFT total energy in Ha: -252.9612
SMILES: CC[C@@H](C)NC
Net charge: 0
Relative energy (zero: lowest compared OMol25 entry of this formula, charge and spin) in kcal per mole: 63.9
Kohn-Sham gap in eV: 9.3

XYZ file:
```
19
C5H13N | the Open Molecules 2025 dataset | the ωB97M-V functional and the def2-TZVPD basis
C 1.3902 -1.4936 -1.0568
N 0.4513 -0.3425 -1.1635
C 0.1723 2.2721 0.5130
C -0.8425 1.1495 0.3385
C -0.1830 -0.2887 0.1469
C -1.0639 -1.4667 0.4425
H 0.9138 -2.3985 -0.8292
H 2.1057 -1.1038 -0.1186
H 2.1428 -1.5744 -1.8454
H 0.3624 0.5473 -1.7516
H 1.2685 1.9171 0.5860
H 0.0127 2.6261 1.5003
H 0.1424 3.1028 -0.2651
H -1.4648 1.0872 1.3373
H -1.6489 1.4049 -0.3275
H 0.4742 -0.4083 0.9823
H -0.7248 -2.3724 0.7751
H -1.7121 -0.9279 1.0788
H -1.7961 -1.7306 -0.3431
```

***

(4)
C5H13N | the ωB97M-V functional and the def2-TZVPD basis

DFT total energy in Ha: -253.0249
SMILES: CCCC.C=N
Net charge: 0
Relative energy (zero: lowest compared OMol25 entry of this formula, charge and spin) in kcal per mole: 24.0
Kohn-Sham gap in eV: 11.4

XYZ file:
```
19
C5H13N | the Open Molecules 2025 dataset | the ωB97M-V functional and the def2-TZVPD basis
C -0.9471 1.3176 0.3925
C -1.2250 -2.3090 -1.0029
C -1.3924 -1.1393 -0.0464
C -0.6122 0.0966 -0.4586
H -1.9330 1.7120 0.1433
H -0.2131 2.1106 0.2483
H -0.9576 1.0316 1.4460
H -1.7962 -3.1793 -0.6777
H -0.1830 -2.6263 -1.0830
H -1.5537 -2.0487 -2.0125
H -1.0811 -1.4391 0.9593
H -2.4589 -0.9040 0.0491
H 0.4579 -0.1138 -0.3831
H -0.7814 0.3171 -1.5185
C 2.8689 1.6859 1.0865
N 2.7957 0.5462 0.5475
H 2.4514 1.8339 2.0804
H 3.3191 2.5541 0.5998
H 3.2418 0.5537 -0.3700
```

***

(5)
C5H13N | the ωB97M-V functional and the def2-TZVPD basis

DFT total energy in Ha: -253.0192
SMILES: C=CC.CCN
Net charge: 0
Relative energy (zero: lowest compared OMol25 entry of this formula, charge and spin) in kcal per mole: 27.6
Kohn-Sham gap in eV: 10.1

XYZ file:
```
19
C5H13N | the Open Molecules 2025 dataset | the ωB97M-V functional and the def2-TZVPD basis
C -1.5967 -0.3951 0.0502
C -1.6056 0.2580 -1.1118
C -1.6948 -1.8809 0.1756
H -1.7442 0.1545 0.9737
H 0.8999 -0.5084 0.5676
H -1.6989 1.3322 -1.1602
H -1.5986 -0.2712 -2.0530
H 0.5474 0.7579 -1.3027
H -2.6626 -2.1615 0.5976
H -1.5748 -2.3640 -0.7873
H -0.9240 -2.2557 0.8516
C 1.5029 1.4757 1.1628
C 1.6974 0.2480 0.2826
N 1.5566 0.6074 -1.1097
H 1.8453 -0.1646 -1.7010
H 2.6964 -0.1688 0.4357
H 1.6351 1.2182 2.2109
H 0.4989 1.8723 1.0252
H 2.2204 2.2459 0.8925
```

***

(6)
C5H13N | the ωB97M-V functional and the def2-TZVPD basis

DFT total energy in Ha: -252.9648
SMILES: C=CC.CCN
Net charge: 0
Relative energy (zero: lowest compared OMol25 entry of this formula, charge and spin) in kcal per mole: 61.7
Kohn-Sham gap in eV: 10.1

XYZ file:
```
19
C5H13N | the Open Molecules 2025 dataset | the ωB97M-V functional and the def2-TZVPD basis
C -3.1108 -0.2069 -0.1252
C -1.9293 -1.0056 0.1640
C -1.4515 -1.5834 1.3004
H -2.6418 0.8176 -0.2321
H -3.5145 -0.3121 -1.1347
H -3.8473 -0.3852 0.5858
H -1.4520 -1.3818 -0.7029
H -0.6837 -2.2546 1.3108
H -1.7697 -1.2786 2.3019
C 2.2109 0.7294 0.8145
C 1.5805 0.6129 -0.6407
N 2.2470 1.2763 -1.7214
H 1.4446 1.1543 1.4876
H 2.6743 -0.2276 1.0504
H 3.0434 1.5323 0.6591
H 1.4087 -0.5251 -0.6191
H 0.5298 0.8713 -0.4669
H 3.1652 1.3579 -1.4581
H 2.0962 0.8090 -2.5735
```

***

(7)
C5H13N | the ωB97M-V functional and the def2-TZVPD basis

DFT total energy in Ha: -252.9767
SMILES: CCCCNC
Net charge: 0
Relative energy (zero: lowest compared OMol25 entry of this formula, charge and spin) in kcal per mole: 54.2
Kohn-Sham gap in eV: 9.8

XYZ file:
```
19
C5H13N | the Open Molecules 2025 dataset | the ωB97M-V functional and the def2-TZVPD basis
C 0.1819 2.3036 1.5609
C -0.9866 1.7318 0.4434
C -1.0140 0.1339 0.3507
C 0.1213 -0.4568 -0.2947
N -0.0796 -1.8568 -0.8109
C 1.1401 -2.5118 -1.4274
H 1.0170 2.0048 0.9191
H 0.3048 1.7249 2.4311
H 0.1153 3.3981 1.7460
H -1.9549 2.2273 0.6317
H -0.7141 2.0872 -0.4331
H -1.0572 -0.3110 1.4637
H -1.9204 -0.1509 -0.2252
H 0.5133 0.1077 -1.0419
H 0.9083 -0.5434 0.5678
H -0.9100 -1.9260 -1.3091
H 0.8489 -3.4080 -1.8949
H 1.7285 -1.8273 -2.1107
H 1.7575 -2.7275 -0.5666
```

***

(8)
C5H13N | the ωB97M-V functional and the def2-TZVPD basis

DFT total energy in Ha: -252.6835
Net charge: +1
Expectation value of S²: 0.75
Relative energy (zero: lowest compared OMol25 entry of this formula, charge and spin) in kcal per mole: 43.7
Kohn-Sham gap (alpha / beta) in eV: 8.2 / 3.2
2S+1: 2

XYZ file:
```
19
C5H13N | the Open Molecules 2025 dataset | the ωB97M-V functional and the def2-TZVPD basis
C -0.1001 2.9294 1.0829
C -0.3519 2.2643 2.3944
C -0.4404 0.9548 2.6078
H 0.4796 3.8265 1.2641
H -1.0934 3.2027 0.7143
H 0.3763 2.2502 0.3798
H -0.2673 2.8604 3.2989
H -0.3708 0.4957 3.5838
H -0.2841 0.2257 1.8123
C 1.0919 -1.1411 -1.8305
C -0.3076 -1.7610 -1.8647
N -0.3522 -3.0678 -1.2728
H 1.4785 -1.0798 -0.8162
H 0.9750 -0.1342 -2.2192
H 1.7448 -1.7496 -2.4556
H -0.6367 -1.7886 -2.9164
H -1.0095 -1.1443 -1.2916
H -1.3214 -3.3762 -1.0994
H 0.3892 -3.7669 -1.3719
```

***

(9)
C5H13N2 | the ωB97M-V functional and the def2-TZVPD basis

DFT total energy in Ha: -307.4958
Net charge: +1
Relative energy (zero: lowest compared OMol25 entry of this formula, charge and spin) in kcal per mole: 78.9
Kohn-Sham gap in eV: 9.4

XYZ file:
```
20
C5H13N2 | the Open Molecules 2025 dataset | the ωB97M-V functional and the def2-TZVPD basis
C 1.0974 0.2745 1.9784
C 0.8507 1.1003 0.7567
C 1.3101 0.9385 -0.4769
N 0.0448 2.3319 1.0376
H 1.6719 -0.6226 1.6589
H 1.6550 0.8293 2.7437
H 0.1363 -0.0616 2.4194
H 1.2353 1.7534 -1.2020
H 1.5315 -0.0030 -0.9191
H 0.6128 3.0456 1.4825
H -0.7946 2.1073 1.5874
H -0.3836 2.7531 0.2029
C -1.2579 -2.7224 -0.7958
C -1.1987 -0.5710 -1.6191
N -0.4849 -1.5680 -1.2316
H -0.6527 -3.6356 -0.8523
H -2.1536 -2.8849 -1.3669
H -1.5359 -2.5404 0.2407
H -0.7517 0.3407 -2.0413
H -2.2993 -0.5474 -1.6566
```

***

(10)
C5H13N2 | the ωB97M-V functional and the def2-TZVPD basis

DFT total energy in Ha: -307.5397
Net charge: +1
Relative energy (zero: lowest compared OMol25 entry of this formula, charge and spin) in kcal per mole: 51.4
Kohn-Sham gap in eV: 10.7

XYZ file:
```
20
C5H13N2 | the Open Molecules 2025 dataset | the ωB97M-V functional and the def2-TZVPD basis
C 2.1722 -1.1846 0.9066
C 0.5514 -0.2569 2.3369
N 0.8013 -0.7906 1.2230
H 2.3605 -2.2051 1.2312
H 2.8994 -0.5378 1.4017
H 2.3332 -1.1205 -0.1659
H -0.4799 0.0151 2.5457
H 1.3137 -0.0293 3.0805
C -0.7424 2.0821 -0.7644
C -1.6073 0.8464 -0.9481
C -0.8731 -1.3086 -1.7014
N -0.7934 -0.3742 -0.8537
H -0.2547 2.0794 0.2094
H 0.0500 2.1238 -1.5066
H -1.3392 2.9871 -0.8279
H -2.3584 0.7803 -0.1591
H -2.1069 0.8590 -1.9147
H -0.2753 -2.2018 -1.5703
H -1.5314 -1.2174 -2.5571
H -0.1196 -0.5467 0.0342
```